The following is a DFT calculation (ωB97M-V with the def2-TZVPD basis set) of a structure of composition C26H52Cl2DyN3O4Si2 at a distorted geometry.

The geometry in ORCA input format:
```
! RIJCOSX wB97M-V def2-TZVPD def2/J DEFGRID3
* xyz 0 6
C -1.11613 5.07581 0.22465
C -0.14917 5.39296 -0.87801
H -0.95674 5.77814 1.05232
H -0.95062 4.05267 0.57595
H -2.17586 5.16777 -0.07488
C 0.41129 6.60622 -1.01499
C 0.16016 7.76585 -0.11609
H 1.06832 6.81680 -1.86552
H 0.17324 7.49144 0.94348
H -0.80383 8.24932 -0.31401
H 0.95179 8.50029 -0.27703
Dy -0.31305 -2.12676 1.43324
Cl -1.81828 -0.78688 -0.34121
C 0.15250 -2.50915 -1.75146
O 0.62899 -2.53710 -0.57167
N 0.89428 -2.48926 -2.84294
C 2.32021 -2.72526 -2.71328
C 0.42683 -1.91263 -4.10789
H -0.92946 -2.51677 -1.92597
H 2.49750 -3.48457 -1.93937
H 2.84578 -1.78851 -2.46708
H 2.67505 -3.07168 -3.68606
H -0.66235 -2.01322 -4.19380
H 0.92892 -2.42771 -4.93479
H 0.71287 -0.85279 -4.18782
H 0.72007 -7.49121 1.71007
H -1.67790 -8.24317 2.78825
C 0.74242 -6.85496 2.61002
C -1.49903 -7.44355 3.51913
N -0.60872 -6.41524 2.97152
H 1.37983 -5.98192 2.43735
C -1.04990 -5.18900 2.74559
O -0.41342 -4.29384 2.08978
H -2.45769 -6.98945 3.78784
H -2.04393 -4.94428 3.15551
H 1.14056 -7.44779 3.44084
H -1.05251 -7.89587 4.41171
H -0.96009 1.05953 6.10234
H 0.44305 1.45774 3.18395
C 0.01007 0.54718 6.21870
C 1.07340 1.42492 4.09335
N 0.66337 0.28238 4.91764
H -0.15514 -0.39650 6.75107
C 0.53420 -0.90955 4.33739
O 0.80730 -1.12656 3.10252
H 2.12998 1.28262 3.80859
H 0.11862 -1.71178 4.97439
H 0.64658 1.18659 6.84075
H 0.93645 2.32791 4.70827
O 0.86827 3.24725 -0.95454
C 0.22892 4.22598 -1.79624
C 2.43096 4.95906 -2.84515
C 1.08257 4.63988 -3.00764
H 2.88631 4.82782 -1.85359
C 3.15061 5.49933 -3.91443
H -0.72290 3.80705 -2.17862
C 0.46259 4.78774 -4.26708
H 4.19138 5.78026 -3.75143
C 2.51962 5.73211 -5.14123
C 1.18222 5.36767 -5.31888
H -0.58639 4.48522 -4.36355
H 3.07772 6.20909 -5.95495
H 0.67427 5.57003 -6.27307
Si 1.75429 1.82687 -1.08826
Cl -2.49307 -1.83497 2.85444
C 3.53587 2.22534 -0.62510
C 1.57142 1.18605 -2.82570
C 1.06571 0.64079 0.15089
H 4.02995 2.94063 -1.30034
H 4.12246 1.29009 -0.62222
H 3.55901 2.65168 0.39086
H 0.88909 1.13677 1.11295
H 1.71532 -0.23818 0.27769
H 0.06673 0.31111 -0.19946
H 1.81736 1.90664 -3.62573
H 0.52793 0.86297 -2.96843
H 2.25740 0.32955 -2.91525
C -4.49807 -2.34135 -0.48157
Si -3.55532 -3.55611 0.63138
C -4.71740 -4.26229 1.93500
C -2.74736 -4.94589 -0.40562
H -4.68124 -1.42050 0.08924
H -5.46682 -2.74210 -0.81681
H -3.90498 -2.08495 -1.37350
H -5.66309 -4.55655 1.45338
H -4.93518 -3.50707 2.70571
H -4.29235 -5.14458 2.43687
H -3.50842 -5.33498 -1.09968
H -1.90442 -4.57832 -1.00596
H -2.39078 -5.78830 0.20326
*
```

* HOMO level (spin up / spin down): -0.1681 / -0.1479 hartree
* DFT total energy: -3871.67390 hartree
* Kohn-Sham gap (spin up / spin down): 0.177 / 0.161 Eh
* <S²>: 9.68
* strongest force on any atom: 4.06 eV/A

Mulliken population analysis, charges in e, atoms 1 to 5:
1. C -1.409
2. C 0.195
3. H 0.376
4. H 0.234
5. H 0.256